Entry 1:
{"formula": "AlF6P", "method": "ωB97M-V/def2-TZVPD", "species": ["Al", "P", "F", "F", "F", "F", "F", "F"], "xyz": [[-0.936, 2.156, 2.547], [0.145, -0.311, -0.359], [-0.103, -1.892, -0.833], [-0.647, -0.687, 0.983], [1.517, -0.800, 0.234], [0.374, 1.183, 0.198], [0.899, 0.124, -1.730], [-1.248, 0.228, -1.039]], "atomic_forces_ev_per_a": [[0.1, -0.2, -0.3], [-1.0, -1.1, -1.4], [0.2, 1.9, -0.2], [-0.1, 0.5, 0.1], [0.3, 0.0, 0.1], [0.3, 0.6, 0.8], [-0.7, -0.6, 0.7], [0.9, -1.1, 0.2]], "relative_energy_kj_mol": 261.1, "total_charge": 2}

Entry 2:
{"formula": "C8H10N2", "method": "ωB97M-V/def2-TZVPD", "species": ["C", "C", "C", "C", "N", "H", "H", "H", "H", "H", "C", "C", "C", "C", "N", "H", "H", "H", "H", "H"], "xyz": [[-4.544, -0.989, -4.313], [-4.580, 0.351, -4.881], [-3.328, -1.114, -3.750], [-3.334, 0.882, -4.786], [-2.503, -0.009, -4.139], [-5.349, -1.718, -4.220], [-5.520, 0.695, -5.313], [-2.939, -1.944, -3.159], [-3.014, 1.883, -5.075], [-1.515, 0.099, -3.897], [-4.683, -2.741, 1.645], [-5.160, -3.956, 2.115], [-5.589, -1.787, 1.984], [-6.430, -3.744, 2.637], [-6.677, -2.453, 2.487], [-3.732, -2.469, 1.187], [-4.712, -4.942, 1.993], [-5.719, -0.722, 1.791], [-7.276, -4.353, 2.957], [-7.568, -2.083, 2.828]], "atomic_forces_ev_per_a": [[-0.4, 1.3, 0.4], [-1.1, -1.7, -0.3], [2.3, 0.0, -0.4], [0.3, 0.7, 0.0], [-1.4, -1.2, 1.0], [0.2, 0.4, -0.1], [0.7, 0.5, 0.0], [0.1, 0.4, -0.3], [0.1, -0.5, 0.0], [-1.0, 0.1, -0.2], [1.5, 1.3, 0.0], [-0.7, -2.3, 0.1], [-1.8, 1.0, -0.5], [0.4, -1.5, -0.6], [-1.3, 2.0, 1.0], [-0.3, -0.5, 0.2], [0.0, 0.4, 0.1], [0.5, -0.4, 0.0], [0.8, -0.3, 0.0], [0.9, 0.3, -0.4]], "relative_energy_kj_mol": 62.1}

Entry 3:
{"formula": "C3H4NO", "method": "ωB97M-V/def2-TZVPD", "species": ["C", "C", "C", "N", "O", "H", "H", "H", "H"], "xyz": [[-0.615, -0.040, -0.832], [-0.014, 1.472, 0.790], [0.257, -0.962, -0.047], [0.843, -0.403, 1.022], [-0.660, 1.173, -0.244], [-0.919, -0.083, -1.817], [0.123, 2.266, 1.362], [-0.036, -2.070, 0.366], [1.020, -1.352, -0.600]], "atomic_forces_ev_per_a": [[1.2, -0.2, 2.8], [1.9, -9.7, -2.1], [-3.1, -0.9, 1.2], [-0.4, 4.8, 2.3], [-0.7, 0.8, -1.1], [-1.0, -0.1, -1.8], [0.1, 4.0, 2.2], [-0.6, 2.2, -0.9], [2.6, -1.0, -2.6]], "relative_energy_kj_mol": 684.2, "total_charge": 1}